Record 1
Computed, not measured: the molecule C12H17N5 in a non-equilibrium geometry, with ωB97M-V/def2-TZVPD.

The geometry in XYZ format:
```
34
Properties=species:S:1:pos:R:3:mulliken_charge:R:1
C 1.2588 -1.6285 1.2441 -0.815
H 1.7857 2.6030 -4.4376 0.216
H 2.3097 0.9160 1.2630 0.350
N 1.8995 2.6948 -3.4685 -0.437
C -0.1328 -0.1971 -0.4475 0.007
C 1.2249 0.8489 1.3483 -0.707
C -3.6330 -1.4476 -1.5117 -1.407
N 1.2409 1.2385 -1.7079 -1.340
H 2.4992 -0.4031 3.4603 0.262
C 1.3836 -0.4930 3.5013 -0.444
H 2.2977 -1.5632 0.7956 0.329
C -2.2268 0.5740 -2.4352 -0.806
C 0.8496 0.7385 2.8719 -0.809
C -1.3726 -0.8507 -0.4917 -0.336
C -2.3761 -0.5526 -1.5622 0.776
H 0.7999 1.7775 0.9093 0.344
H 1.5803 -2.6012 3.0257 0.409
H -0.2605 0.9455 3.0205 0.274
C -0.8816 1.1780 -2.4567 0.431
H -4.0293 -1.7249 -0.5328 0.331
H -3.0832 0.8012 -2.9860 0.480
H -4.5063 -0.9940 -2.0500 0.347
H 0.0734 -1.9622 2.8048 0.323
N 0.6378 -0.3851 0.7302 0.522
H 2.8565 2.7525 -3.1085 0.224
N 0.0805 0.6016 -1.6037 0.847
C 0.9680 2.0655 -2.6995 0.440
H 1.3559 1.4880 3.3168 0.433
H 0.7463 -2.4899 0.8026 0.421
H -1.5740 -1.4215 0.4295 0.308
N -0.3308 2.1901 -3.1293 -0.820
C 1.0953 -1.7087 2.6884 -0.760
H 0.9085 -0.6433 4.5010 0.309
H -3.4449 -2.3470 -2.0842 0.299
```

Its SMILES is Cc1cc(N2CCCCC2)n2nc(N)nc2c1. The lowest unoccupied orbital energy comes out at 0.9 eV. The value obtained for the energy above the lowest of the compared OMol25 structures with the same formula, charge and spin is 59.5 kcal/mol. Its frontier orbital gap is 8.5 eV. Its total charge is 0. The value obtained for the HOMO energy is -0.283 Eh.

***

Record 2
Computed, not measured: a structure of composition C12H26N12O10V in a non-equilibrium geometry, with ωB97M-V/def2-TZVPD.

The geometry in XYZ format:
```
61
Properties=species:S:1:pos:R:3:mulliken_charge:R:1
N 10.9459 12.4911 8.1028 -0.333
O 9.1544 12.2612 5.9097 -0.646
C 8.5514 10.7977 11.4077 1.540
O 9.5844 7.5698 10.9121 -0.647
O 10.7095 9.9557 11.9286 -0.441
N 8.9194 5.6869 11.8799 -0.299
H 10.7038 12.3859 11.3258 0.241
H 5.0229 6.3919 10.1584 0.221
H 7.0940 10.0273 5.0112 0.197
O 8.0791 12.1529 15.1981 -0.540
H 7.3776 10.5745 6.5779 0.168
C 6.3645 7.3266 8.8561 0.603
H 14.3428 6.1905 10.9226 0.276
C 7.4091 11.4559 11.6920 -1.135
H 6.2386 9.1380 8.4318 0.219
H 9.1880 5.1286 11.1085 0.256
N 6.0129 6.4908 9.9865 -0.507
O 6.7196 13.3257 13.0006 -0.572
H 10.5765 13.7345 10.1585 0.186
H 10.8548 13.4652 7.8003 0.179
O 12.4370 8.0422 10.3580 -0.515
H 9.4755 11.9982 3.5446 0.231
O 8.8282 10.2541 10.2648 -0.153
C 9.6208 11.1126 13.6555 -0.180
N 7.5113 10.7253 5.5867 -0.315
H 8.6047 5.0342 12.5826 0.182
C 8.4647 11.5657 5.2015 0.646
C 9.6240 10.5928 12.4254 -1.016
H 9.4921 6.8166 5.9115 0.187
H 6.3221 5.5399 9.9871 0.197
H 6.2099 8.5892 10.2796 0.270
C 10.2623 7.9666 7.3043 0.553
O 10.2144 8.4520 8.4638 -0.083
O 11.6726 10.8568 9.4024 -0.712
N 9.2345 7.3184 6.7657 -0.310
N 11.3869 7.9561 6.5756 -0.428
C 13.6927 8.1324 10.3732 0.551
V 10.6121 9.1869 10.2509 1.200
H 15.5469 7.2958 10.7120 0.185
N 8.5921 11.5763 3.8175 -0.463
H 11.4143 7.5682 5.6451 0.195
H 11.0007 11.8927 7.3320 0.184
C 9.0532 6.9784 11.9143 0.435
H 12.1362 8.5775 6.8726 0.222
H 9.3442 8.5007 13.2071 0.187
H 15.2885 9.2888 9.8109 0.242
H 8.5840 6.8157 7.3758 0.173
H 8.8030 7.0966 13.9555 0.269
H 6.5422 11.7867 11.1601 0.452
N 14.3022 9.1129 9.7531 -0.318
N 10.7734 12.7998 10.4006 -0.278
C 11.2243 12.0548 9.3465 0.691
H 8.0022 11.0383 3.1706 0.182
C 7.4584 12.3643 12.8751 0.280
N 6.1608 8.5234 9.2688 -0.236
C 8.3926 11.9632 14.0388 0.201
N 8.8186 7.6568 13.0915 -0.338
N 14.5671 7.2047 10.8979 -0.471
H 10.2124 11.0890 14.5088 0.566
H 13.6337 9.8242 9.6255 0.156
O 6.6683 6.9205 7.7284 -0.792
```

As for the spin multiplicity: 3. The lowest unoccupied orbital energy (alpha / beta) comes out at -2.8 / -2.4 eV. Its frontier orbital gap (alpha / beta) is 7.3 / 7.7 eV. Its total charge is +1. The value obtained for the HOMO energy (alpha / beta) is -0.370 / -0.371 Eh.

***

Record 3
Computed, not measured: the molecule C6H11N in a non-equilibrium geometry, with ωB97M-V/def2-TZVPD.

The geometry in XYZ format:
```
18
Properties=species:S:1:pos:R:3:mulliken_charge:R:1
N 1.4914 -0.7147 -0.8209 -0.644
H -1.7852 1.4340 0.1770 0.288
H -2.3459 -1.5263 -1.5132 0.346
C 0.3955 -0.0232 -0.0803 0.752
C 0.7172 1.1906 0.6278 -0.257
H 2.3179 -0.1649 -0.8466 0.277
H -0.5054 -2.0115 -1.7459 0.269
H -1.8923 0.4171 1.5731 0.300
H 2.9154 0.8840 1.4220 0.270
H -3.0370 -0.2018 0.3066 0.352
H -1.5818 -2.3785 -0.2431 0.323
C -2.0463 0.3603 0.3819 -1.302
C 1.9165 1.4587 1.3500 -0.843
C -1.3742 -1.6738 -1.0238 -1.214
H 1.3006 -0.7989 -1.8248 0.224
C -0.9126 -0.4926 -0.2247 0.489
H -0.0986 1.9084 0.5328 0.135
H 2.0955 2.5214 1.7228 0.235
```

Its SMILES is C=CC(N)=C(C)C. The lowest unoccupied orbital energy comes out at 0.9 eV. The value obtained for the energy above the lowest of the compared OMol25 structures with the same formula, charge and spin is 65.0 kcal/mol. Its frontier orbital gap is 8.6 eV. Its total charge is 0. The value obtained for the HOMO energy is -0.283 Eh.

***

Record 4
Computed, not measured: a cluster of 9 separate species, C27H42O27 in total in a non-equilibrium geometry, with ωB97M-V/def2-TZVPD.

The geometry in XYZ format:
```
96
Properties=species:S:1:pos:R:3:mulliken_charge:R:1
H -3.8488 4.2767 3.6924 0.216
C -6.0628 -0.1198 1.3215 -0.336
O 4.9296 -2.7981 -2.9117 -0.453
H -2.9469 -2.6312 4.4256 0.328
C 6.0785 -3.7445 -5.9747 -0.366
O -3.9426 5.6881 2.1804 -0.413
C -3.1740 4.7984 3.0199 -0.316
H 1.9155 -3.1269 -0.3319 0.328
H 3.1406 -2.3903 -1.3506 0.048
C 0.4525 -1.1881 -0.3431 0.925
O -4.7167 1.8880 3.7278 -0.570
H -4.4924 0.7725 0.1163 -0.194
H -1.4738 4.3109 1.7402 0.407
H 7.4656 -1.8509 -0.6348 0.258
C -1.4380 -3.2881 2.9542 -0.253
C -5.1287 1.3758 2.7339 0.670
C 0.6156 2.0603 5.8440 -0.396
O 0.1935 4.4255 -1.3401 -0.383
O 5.9473 -4.5243 -0.3281 -0.325
C 1.0742 3.6218 -0.5704 -0.361
O -0.0462 0.0296 -0.5194 -0.273
H -1.3501 1.4402 0.1459 -0.001
O -5.0483 5.3930 0.2533 -0.573
H 1.7411 3.0871 -1.2413 0.277
H -2.4459 5.4066 3.5512 0.341
H 1.9864 -3.2693 -4.3523 0.064
C 5.8951 -3.2027 0.1878 0.074
O 1.3127 -1.4169 -1.3233 -0.372
C -2.9999 -1.9165 -2.6206 -0.680
O 0.4484 1.9660 2.4309 -0.382
H 6.7614 -4.5800 -5.8227 0.264
C 7.1869 -4.8054 -0.7747 0.670
H 6.3607 -3.1842 -6.8610 0.285
H 0.6932 -3.4028 -5.6111 0.373
O 8.0432 -3.7900 -0.5133 -0.350
O -1.7378 -2.5603 -2.6560 -0.238
H -5.7542 -1.0580 0.8729 0.282
H -2.5717 7.5071 -1.7729 0.235
H -3.5097 -1.8863 -3.5834 0.433
H -3.6498 -2.4277 -1.9195 0.206
O -5.3447 2.0243 1.5700 -0.225
C -2.9149 -2.3737 1.5573 0.512
H 5.2066 -2.5721 -0.3679 -0.047
C -2.4781 3.9427 1.9605 0.421
H -2.4769 6.9581 -0.0984 0.129
C -0.2973 5.5102 -0.7458 0.963
H -0.9705 0.1704 1.3181 0.155
C 0.2736 2.0967 3.5966 0.394
C -1.1715 0.3748 0.2672 -0.016
C 7.3440 -2.6789 0.0561 -0.336
C -1.8921 7.1889 -0.9906 -0.503
H -2.3584 2.9057 2.2612 -0.226
O 7.4976 -5.8091 -1.3282 -0.544
H -0.4879 -2.8416 2.6598 0.133
O -3.3402 4.0356 0.8271 -0.413
O -1.2849 5.9929 -1.4863 -0.346
H 4.0172 -3.5715 -6.6706 0.272
H -2.0980 -0.1389 0.0052 -0.065
H -1.5242 -1.5364 4.1852 0.148
H 4.5245 -5.2375 -6.2992 0.335
O -3.3999 -2.1017 0.5049 -0.380
C -4.2089 5.0468 1.0156 0.553
C 4.6142 -4.1956 -6.0046 -0.345
O 6.1065 -2.8835 -4.8345 -0.333
H -6.0719 1.4784 -0.2498 0.379
O -2.9702 -1.6022 2.6617 -0.113
O 0.1132 -3.0578 -3.6449 -0.295
H 0.6406 1.0728 6.3021 0.265
H 7.7213 -2.4609 1.0524 0.269
O 0.0737 5.9692 0.3039 -0.616
O 4.2009 -4.0115 -4.6529 -0.278
H 5.6178 -3.2364 1.2398 0.383
H -1.1465 7.9328 -0.7228 0.310
H 1.7997 -3.2235 -2.1354 0.131
H 1.6689 4.1891 0.1416 0.338
O -1.4125 -1.8742 -4.7949 -0.585
C 5.0786 -3.1988 -4.0206 0.606
H 1.1713 2.7567 6.4680 0.284
H -1.2892 -4.1804 3.5538 0.382
C -5.4646 1.0364 0.5366 0.104
C -0.8024 2.5752 5.5597 -0.382
O -5.3717 0.0615 2.5744 -0.330
O -2.2296 -3.5101 1.8020 -0.344
C 1.0353 -2.8911 -4.7096 -0.584
O 1.2196 1.9756 4.5504 -0.401
H -0.9272 3.6300 5.7959 0.296
C 2.0816 -2.6180 -1.2799 -0.364
C -1.0573 -2.4417 -3.7934 0.745
O -0.9168 2.4495 4.1386 -0.049
H 1.1325 -1.8390 -4.9906 0.359
H -1.5589 1.9706 6.0523 0.307
H 0.4994 2.8739 -0.0182 -0.010
O 0.1838 -1.9479 0.5552 -0.646
H -7.1263 0.0167 1.5012 0.303
H -2.8945 -0.8793 -2.2933 0.212
C -2.2376 -2.2077 3.7163 -0.361
```

Its SMILES is COC(=O)OC.COC(=O)OC.COC(=O)OC.O=C1OCCO1.O=C1OCCO1.O=C1OCCO1.O=C1OCCO1.O=C1OCCO1.O=C1OCCO1. The lowest unoccupied orbital energy comes out at 0.2 eV. The value obtained for the energy above the lowest of the compared OMol25 structures with the same formula, charge and spin is 0.0 kcal/mol. Its frontier orbital gap is 10.7 eV. Its total charge is 0. The value obtained for the HOMO energy is -0.388 Eh.

***

Record 5
Computed, not measured: a cluster of 2 separate species, C4H12BN in total in a non-equilibrium geometry, with ωB97M-V/def2-TZVPD.

The geometry in XYZ format:
```
18
Properties=species:S:1:pos:R:3:mulliken_charge:R:1
H 0.6466 -2.2469 0.7861 0.314
H -1.9290 0.2374 1.5661 0.285
H -0.6622 1.2887 2.4113 0.244
C -0.2202 -1.6974 0.9368 -0.864
C -1.0181 0.2268 2.1550 -0.778
H 2.6556 0.6218 -1.9061 0.336
H 0.0014 -0.3493 -2.8500 0.341
H -0.5729 1.2790 -2.5845 0.332
C -0.4468 0.3029 -2.0948 -0.887
H -0.8962 -2.2475 1.6204 0.333
H 2.3399 2.0074 -0.8319 0.340
N 0.1114 -0.3390 1.3708 -0.365
H -1.3043 -0.3146 3.1641 0.258
B 0.6405 0.4767 -0.9303 0.227
C 2.0777 0.9541 -0.9892 -0.820
H -1.3595 -0.0232 -1.6629 0.250
H -0.9685 -1.7327 0.0885 0.199
H 2.6749 0.3373 -0.1504 0.256
```

The lowest unoccupied orbital energy (alpha / beta) comes out at 0.3 / 0.3 eV. The value obtained for the energy above the lowest of the compared OMol25 structures with the same formula, charge and spin is 120.7 kcal/mol. Its frontier orbital gap (alpha / beta) is 7.4 / 7.4 eV. Its total charge is 0. The value obtained for the HOMO energy (alpha / beta) is -0.260 / -0.261 Eh.

***

Record 6
Computed, not measured: a cluster of 11 separate species, C24H44Br8Cl12O3 in total in a non-equilibrium geometry, with ωB97M-V/def2-TZVPD.

The geometry in XYZ format:
```
91
Properties=species:S:1:pos:R:3:mulliken_charge:R:1
H 0.4855 -1.3006 0.7452 -0.159
C 4.3318 1.2765 0.5049 0.754
H -3.1649 -4.2952 1.0502 0.188
Cl -2.2811 1.2927 -3.7835 0.050
Cl 3.4303 -3.1838 -0.8097 -0.021
H -0.2142 -4.8648 1.0637 0.391
H -0.4228 0.9245 6.1605 0.242
C 4.4689 -2.2883 -4.4966 -0.416
H -2.6743 1.9650 0.1037 -0.853
Cl 6.0109 1.3069 -0.0654 -0.156
C 0.1511 0.8636 1.2475 -0.043
Cl 3.9165 2.7827 1.2881 -0.087
C 2.2654 1.4165 5.6291 -0.512
C -3.1531 2.9363 0.1472 0.523
H -1.1298 1.5803 -1.0856 -0.472
H 2.3282 0.3785 5.2635 0.284
Br -4.5628 2.8128 -1.2155 -0.128
H -3.8747 -1.0899 -2.3666 -0.155
H -1.0051 -4.1151 -3.6881 -0.077
Br -5.8535 -2.5262 -3.0978 -0.129
H -0.8906 -2.6096 -0.7275 -0.456
H 4.4529 -3.0872 1.3356 0.317
C -4.5165 -1.7985 -1.8724 -0.023
H 0.6497 3.7955 5.7105 0.248
Cl -0.6944 -4.1543 -6.0046 -0.140
H 2.5930 6.0855 0.1380 0.426
H -1.1253 -0.5864 0.3701 -0.546
H 3.5913 -2.8043 -4.1207 0.190
C 0.1609 1.8233 6.4329 -0.468
H 5.1474 -1.6995 -2.5328 0.337
C 0.3468 2.8183 5.3056 -0.070
H 0.0311 -0.5018 -1.8097 -0.164
O -2.0890 -4.1202 -1.4256 -0.329
Br 5.8805 -3.6314 -4.5479 -0.167
H -1.1551 -3.3936 1.4491 0.120
C -1.0283 -4.2177 0.7496 -0.367
H -0.7638 1.0744 1.8064 0.111
C 1.5671 2.2798 4.5553 0.722
C -0.0386 1.5183 -0.9503 0.063
C -3.8713 3.0784 1.4583 -0.491
C 4.8697 -1.2489 -3.4799 -0.690
H -2.2567 3.3390 -5.0014 0.428
Cl -2.5665 -2.5766 -4.3849 -0.108
H 5.7241 -0.6315 -3.7455 0.430
Cl 0.2568 -2.1752 -4.0657 -0.057
C 1.7102 5.6315 -0.2824 -0.613
Cl -1.3605 3.8942 -2.9204 -0.037
H -0.5080 3.0839 4.6807 -0.214
H -2.4763 3.7329 -0.1156 0.291
H 1.2770 1.6722 3.6910 -0.788
C -0.0474 -0.4261 0.3869 0.596
H -0.3653 2.2620 7.2876 0.354
C -0.9764 -3.3690 -4.4714 0.319
H 0.0349 4.3879 0.2609 -0.196
Cl 2.1768 -3.2540 1.8166 -0.086
H -5.9575 -0.4279 -1.0716 0.452
H 3.2881 1.7070 5.8618 0.301
H -2.4717 -5.7807 1.4493 0.423
Cl 4.0921 -0.1094 1.5896 -0.118
H -2.0412 -6.1619 -1.1220 0.354
C 3.6268 -3.6318 0.9064 -0.121
H 2.1957 3.0691 4.1432 0.309
O 0.3502 1.9511 0.3521 0.200
Br -2.5594 3.1252 2.9052 -0.123
H -4.4663 2.1931 1.6359 0.312
H 4.2971 -1.8842 -5.4810 0.436
Br 3.3626 -0.0617 -3.1375 -0.071
Br -3.9862 -0.4856 0.5407 -0.158
Cl 4.0324 -5.3549 1.0010 -0.131
O 1.4855 1.4712 6.8137 -0.435
H -4.4975 3.9602 1.4890 0.433
H -3.6522 -5.4081 -0.9748 0.346
H -3.9977 -2.6830 -1.5314 0.159
Br 0.1050 6.3015 1.9178 -0.146
H 1.3499 4.2654 1.3532 -0.198
C -1.6147 2.8337 -4.3022 -0.326
C -0.9221 -3.6965 -0.7220 0.416
C 0.4088 0.0648 -0.9510 0.999
H 3.7078 1.1109 -0.3628 -0.449
C -2.3672 -4.9738 0.7104 -0.660
H 1.5010 0.0718 -1.0252 -0.482
H 1.0132 0.8205 1.9082 -0.235
H 1.1129 6.3406 -0.8443 0.448
H 0.4468 2.0690 -1.7472 0.199
C -2.5929 -5.2823 -0.7657 -0.601
Br 2.3780 4.2328 -1.4690 -0.141
C 0.8236 4.9743 0.7221 0.434
H -5.8652 -1.9501 -0.2522 0.430
C -5.2572 -1.1874 -0.7328 -0.590
H -0.0471 -4.1139 -1.2330 0.278
Cl -0.0737 2.5669 -5.1452 -0.112
```

Its SMILES is ClC(Cl)Cl.ClC(Cl)Cl.ClC(Cl)Cl.ClC(Cl)Cl.C1CCOC1.C1CCOC1.C1CCOC1.BrCCBr.BrCCBr.BrCCBr.BrCCBr. The lowest unoccupied orbital energy comes out at 0.3 eV. Its frontier orbital gap is 9.9 eV. Its total charge is 0. The value obtained for the HOMO energy is -0.352 Eh.

***

- Which of these has the highest total charge?
  C12H26N12O10V

***

- total charge of number 6 (C24H44Br8Cl12O3)?
  0

***

- What is the formula in the third record?
  C6H11N

***

- What is the total charge in the fourth record?
  0